1.
DFT (wB97M-V/def2-TZVPD) results for a 5-piece molecular cluster, C13H30BrIN8O6P overall.

Geometry as ORCA input:
```
! wB97M-V def2-TZVPD RIJCOSX def2/J DEFGRID3
* xyz 1 1
O 4.5623 -3.9222 -2.7836
N 3.4952 -3.5366 -3.5022
N 2.7321 -4.4423 -4.0901
N 1.7594 -3.7583 -4.7020
C 1.9772 -2.3728 -4.4522
Br 0.8468 -0.9320 -5.0907
N 3.1504 -2.2369 -3.6462
P 4.0115 -0.7935 -2.9934
O 3.0319 -0.1124 -1.7632
I 4.1040 0.9109 -4.8025
H 4.1931 -4.1468 -1.8949
H 3.5760 0.6452 -1.4410
C 2.1831 4.5764 -2.2184
O 2.2732 3.4516 -1.7566
N 1.4111 4.9257 -3.2800
C 1.3541 6.2864 -3.7789
C 0.6204 3.9016 -3.9328
H 2.7436 5.4239 -1.7939
H 0.3248 6.6469 -3.7181
H 1.6839 6.2998 -4.8203
H 1.9971 6.9429 -3.1927
H -0.0671 3.4622 -3.2065
H 1.2885 3.1200 -4.2968
H 0.0559 4.3228 -4.7638
C 0.1281 -2.3921 1.7043
O 1.1568 -2.9881 1.4316
N -0.2157 -1.1676 1.2341
C -1.4622 -0.5166 1.6025
C 0.6928 -0.4890 0.3345
H -0.6279 -2.8224 2.3805
H -2.0474 -0.3303 0.6999
H -1.2395 0.4266 2.0910
H -2.0419 -1.1424 2.2817
H 0.8479 -1.1095 -0.5513
H 1.6541 -0.3491 0.8348
H 0.2889 0.4788 0.0386
C -1.8322 2.8710 2.3525
O -2.6158 2.0113 1.9949
N -2.1623 4.1487 2.6663
C -1.1705 5.1188 3.0859
C -3.5528 4.5561 2.5790
H -0.7525 2.6670 2.4525
H -1.4214 5.4770 4.0869
H -1.1735 5.9587 2.3870
H -0.1751 4.6742 3.1052
H -4.1525 3.9330 3.2456
H -3.9062 4.4116 1.5557
H -3.6615 5.6029 2.8597
C -2.2330 -7.2593 3.9392
O -3.2565 -7.4043 4.5741
N -1.9986 -6.2565 3.0494
C -0.7486 -6.1459 2.3253
C -3.0343 -5.2675 2.8197
H -1.3843 -7.9551 4.0396
H -0.2818 -5.1875 2.5650
H -0.9534 -6.1951 1.2525
H -0.0680 -6.9530 2.5970
H -3.2688 -4.7666 3.7618
H -3.9355 -5.7676 2.4580
H -2.7035 -4.5325 2.0859
*
```

Values from the calculation:
* LUMO: -5.31 eV
* orbital gap: 5.167 eV

Results of the Löwdin charge analysis, in e, for atoms 1 through 2: atom 1 (O): 0.12, atom 2 (N): -0.24

=====

2.
DFT (wB97M-V/def2-TZVPD) results for C13H30ClF2NbO13P as an isolated structure.

Geometry as ORCA input:
```
! wB97M-V def2-TZVPD RIJCOSX def2/J DEFGRID3
* xyz -1 1
C 1.0586 -2.0748 1.6082
C 2.4328 -2.4407 1.0155
C 2.5170 -3.7807 0.2569
F 1.2149 -4.2863 -0.0349
Nb 3.6489 -3.6533 -1.7337
O 2.2662 -2.3329 -2.1781
F 2.9424 -5.2984 -2.3367
C 5.4483 -4.7192 -0.8786
O 6.3645 -4.0660 0.0040
O 5.5545 -3.5706 1.0895
P 4.6717 -3.4484 -4.1825
O 4.8106 -1.7942 -4.4373
Cl 3.0213 -3.8151 -5.4044
H 1.0823 -2.0501 2.6996
H 0.7264 -1.0925 1.2704
H 0.2961 -2.7871 1.3072
H 3.1688 -2.4942 1.8205
H 2.7671 -1.6198 0.3759
H 2.9890 -4.5341 0.8958
H 4.6879 -2.2079 -1.3190
H 2.3505 -1.4389 -1.8318
H 6.0985 -5.0623 -1.6920
H 5.0579 -5.6192 -0.3742
H 6.0567 -2.7735 1.2994
H 4.8790 -1.3656 -3.5756
C -1.3129 1.2408 -3.1802
O -0.7995 1.3834 -1.8515
C -1.5875 2.0460 -1.0153
O -2.6579 2.5349 -1.2832
O -0.9972 2.0837 0.1789
C -1.7548 2.7500 1.1897
H -0.5678 0.6647 -3.7194
H -2.2596 0.7043 -3.1654
H -1.4525 2.2168 -3.6419
H -2.7107 2.2518 1.3426
H -1.9297 3.7907 0.9204
H -1.1584 2.6943 2.0950
C -2.6530 6.8707 -0.8710
O -2.1360 8.1517 -0.4875
C -1.8317 8.2522 0.8028
O -1.9588 7.3873 1.6308
O -1.3595 9.4796 1.0304
C -0.9832 9.7190 2.3901
H -2.8480 6.9360 -1.9364
H -1.9233 6.0882 -0.6733
H -3.5729 6.6524 -0.3325
H -0.1963 9.0319 2.6952
H -1.8400 9.5990 3.0505
H -0.6242 10.7432 2.4146
C -5.5644 -2.6905 2.5565
O -4.8375 -3.9004 2.3405
C -3.7547 -3.7515 1.5612
O -3.3996 -2.7126 1.0688
O -3.1673 -4.9314 1.4364
C -1.9730 -4.9296 0.6297
H -6.4000 -2.9631 3.1947
H -4.9376 -1.9478 3.0476
H -5.9236 -2.2832 1.6128
H -1.2190 -4.2751 1.0558
H -2.2001 -4.6067 -0.3836
H -1.6197 -5.9549 0.6323
*
```

Values from the calculation:
* LUMO: 1.91 eV
* orbital gap: 5.447 eV

Results of the Löwdin charge analysis, in e, for atoms 1 through 2: atom 1 (C): -0.09, atom 2 (C): -0.28

=====

3.
DFT (wB97M-V/def2-TZVPD) results for C13H30F2NO5SrY as an isolated structure.

Geometry as ORCA input:
```
! wB97M-V def2-TZVPD RIJCOSX def2/J DEFGRID3
* xyz 2 1
Sr -1.6271 1.0267 4.8263
Y -0.8384 -2.0642 1.4531
C 2.1754 0.5640 0.8638
C 1.1331 0.9348 -0.2152
C 1.8124 1.9635 -1.0931
C 0.9191 2.3412 -2.2701
C 0.6414 1.0953 -3.1198
C 0.1290 -0.1006 -2.2976
N 0.7937 -0.2102 -1.0101
O 0.4256 -1.3370 -0.3171
C 0.2021 -1.3424 -3.1486
C -1.3876 0.2174 -2.0994
C -0.0370 1.5397 0.5745
H 2.5747 1.4946 1.2659
H 2.9815 -0.0612 0.4803
H 1.7130 -0.0067 1.6799
H 2.7987 1.7146 -1.4938
H 2.0287 2.8681 -0.5127
H 1.3664 3.1394 -2.8618
H -0.0070 2.7631 -1.8642
H 1.5570 0.8430 -3.6590
H -0.1328 1.4136 -3.8178
H -0.1003 -2.2507 -2.6169
H 1.2060 -1.5682 -3.5218
H -0.4510 -1.3234 -4.0190
H -1.7963 -0.3684 -1.2685
H -1.9796 -0.1841 -2.9317
H -1.6980 1.2612 -2.1058
H 0.1250 2.5124 1.0477
H -0.3659 0.8521 1.3637
H -0.9218 1.6717 -0.0526
F -2.5080 -0.6424 1.1140
F -0.7155 -0.7716 3.3506
C 2.4522 -2.9390 1.4204
C 2.9981 -4.3194 1.6920
O 2.0945 -5.3088 1.2389
O 1.2731 -2.7215 2.2465
H 2.1614 -3.0364 0.3784
H 3.2922 -2.2677 1.5821
H 3.2603 -4.4610 2.7511
H 3.9454 -4.4322 1.1569
H 2.5581 -5.9266 0.6673
H 1.6431 -2.6844 3.1389
C -3.1242 2.6008 1.6667
C -4.3310 2.1640 0.8617
O -3.9661 1.5207 -0.3560
O -2.6687 1.5093 2.5358
H -3.4509 3.3821 2.3530
H -2.3155 2.9301 1.0213
H -4.9301 3.0331 0.5960
H -4.9679 1.4703 1.4212
H -3.3210 0.8410 -0.1117
H -2.6195 0.6606 2.0165
*
```

Values from the calculation:
* LUMO: -8.08 eV
* orbital gap: 3.771 eV

Results of the Löwdin charge analysis, in e, for atoms 1 through 2: atom 1 (Sr): 1.81, atom 2 (Y): 1.82

=====

4.
DFT (wB97M-V/def2-TZVPD) results for C13H30FO11S3Tl as an isolated structure.

Geometry as ORCA input:
```
! wB97M-V def2-TZVPD RIJCOSX def2/J DEFGRID3
* xyz 2 1
Tl -18.7898 -14.0239 -7.6061
F -20.5633 -11.9334 -7.0818
O -26.4327 -13.5030 -3.7754
C -25.3115 -13.2307 -3.8759
O -24.5193 -13.8088 -4.7789
C -23.1346 -13.4689 -4.5966
C -23.1663 -12.1776 -3.7947
C -24.5900 -12.1343 -3.1254
H -22.7243 -13.1958 -5.5772
H -22.5467 -14.2516 -4.1252
H -23.2486 -11.3032 -4.4672
H -22.3219 -11.9682 -3.1480
H -25.1288 -11.1933 -3.1487
H -24.4491 -12.3513 -2.0585
O -21.1395 -13.3186 -9.5442
S -22.3604 -12.5718 -9.7371
O -22.3623 -11.3492 -10.4405
O -23.3986 -13.5936 -10.3577
C -23.1436 -14.1512 -11.7037
C -24.1711 -13.5496 -12.6917
C -23.1459 -12.3639 -8.1591
H -23.1398 -15.2346 -11.6807
H -22.1811 -13.8027 -12.0870
H -25.1457 -13.3177 -12.2638
H -24.3882 -14.2981 -13.4611
H -23.7753 -12.6555 -13.1649
H -24.1676 -12.7263 -8.1819
H -23.0046 -11.3234 -7.8990
H -22.5641 -13.0515 -7.5468
O -19.6315 -7.7333 -7.5264
S -19.1999 -7.7765 -8.8763
O -19.2963 -6.6117 -9.6617
O -17.7090 -8.2939 -8.9049
C -16.8762 -7.8482 -10.0496
C -15.4461 -8.1349 -9.6962
C -19.9755 -9.1070 -9.7228
H -16.9925 -6.7616 -10.1044
H -17.2863 -8.3156 -10.9433
H -14.7626 -8.0649 -10.5483
H -15.3423 -9.1223 -9.2476
H -15.0004 -7.3685 -9.0582
H -21.0547 -9.0218 -9.5792
H -19.7085 -10.1163 -9.4226
H -19.7568 -8.9580 -10.7800
O -18.0284 -11.9849 -5.7231
S -18.1201 -11.6847 -4.3043
O -17.9009 -12.7189 -3.3860
O -17.2383 -10.4524 -3.9448
C -17.0853 -9.4335 -4.9701
C -16.7262 -8.1529 -4.2518
C -19.7672 -11.0229 -4.1374
H -17.9526 -9.3469 -5.6209
H -16.2440 -9.7451 -5.5909
H -17.2764 -7.9926 -3.3237
H -17.0429 -7.2584 -4.8075
H -15.6518 -8.0167 -4.1529
H -20.4030 -11.8273 -4.5130
H -19.9192 -10.1626 -4.7868
H -19.9438 -10.7980 -3.0890
*
```

Values from the calculation:
* LUMO: -13.75 eV
* orbital gap: 2.096 eV
* energy relative to the best compared isomer or geometry (same formula, charge and spin): 0.728 eV

Results of the Löwdin charge analysis, in e, for atoms 1 through 2: atom 1 (Tl): 1.11, atom 2 (F): -0.38

=====

no.,E_tot (a.u.),F_max (eV Å⁻¹)
1,-4615.500410,5.42
2,-2549.671754,2.42
3,-1212.622540,4.41
4,-2806.939172,3.18